C5H12LiO3 as an isolated structure at a distorted geometry. Source: OMol25; level of theory: wB97M-V/def2-TZVPD.

Structure (XYZ):
```
21
Properties=species:S:1:pos:R:3:mulliken_charge:R:1
C -0.399 -0.443 2.348 -0.42
H -0.043 -1.413 1.996 0.20
H 0.344 0.354 2.277 0.23
H -1.396 -0.170 1.996 0.31
O -0.504 -0.660 3.838 -0.09
C -1.543 -0.445 4.462 0.12
H -2.449 -0.091 3.950 0.26
H -1.520 -0.603 5.546 0.28
O -0.458 -0.199 0.126 -0.87
C 0.807 -0.355 -0.378 -0.47
C 0.883 -0.314 -1.899 -0.46
O 0.379 0.935 -2.361 -0.38
C 0.458 1.097 -3.759 -0.73
Li -0.995 1.314 -1.076 0.87
H 1.289 -1.323 -0.092 0.30
H 1.516 0.432 -0.012 0.28
H 0.278 -1.130 -2.336 0.35
H 1.929 -0.435 -2.237 0.36
H 0.020 2.072 -4.011 0.25
H 1.507 1.074 -4.097 0.28
H -0.102 0.302 -4.280 0.32
```

Summary:
Calculated total energy, a.u.: -430.6410
Gap between HOMO and LUMO, eV: 6.440
Energy above the lowest of the compared OMol25 structures with the same formula, charge and spin, kcal/mol: 13.5
HOMO level, eV: -11.6
Total charge: +1
Lowest unoccupied orbital energy, eV: -5.14

An isolated ion of composition C5H12N and charge +1 at a distorted geometry. Source: OMol25; level of theory: wB97M-V/def2-TZVPD.

Structure (XYZ):
```
18
Properties=species:S:1:pos:R:3:mulliken_charge:R:1
C 1.878 1.053 0.584 -1.10
C 1.386 0.850 -0.883 -0.56
C -0.122 1.055 -1.065 -0.58
C -0.975 0.156 -0.154 -0.46
C -0.589 -1.044 0.256 -0.05
N -1.600 -1.849 1.003 -0.37
H 1.638 0.203 1.215 0.31
H 2.972 0.998 0.610 0.36
H 1.563 2.015 0.982 0.32
H 1.926 1.582 -1.485 0.37
H 1.738 -0.139 -1.175 0.30
H -0.356 2.078 -0.784 0.38
H -0.397 0.746 -2.067 0.29
H -1.993 0.463 0.063 0.34
H 0.251 -1.695 0.078 0.33
H -2.464 -1.895 0.433 0.39
H -1.392 -2.837 1.157 0.37
H -2.104 -1.467 1.815 0.37
```

Summary:
Calculated total energy, a.u.: -252.1681
Gap between HOMO and LUMO, eV: 10.943
SMILES string: CCC/C=C/[NH3+]
Energy above the lowest of the compared OMol25 structures with the same formula, charge and spin, kcal/mol: 39.6
HOMO level, eV: -14.7
Total charge: +1
Lowest unoccupied orbital energy, eV: -3.80

An isolated ion of composition C5H12N and charge +1 at a distorted geometry. Source: OMol25; level of theory: wB97M-V/def2-TZVPD.

Structure (XYZ):
```
18
Properties=species:S:1:pos:R:3:mulliken_charge:R:1
C 1.241 1.345 -1.717 -1.06
C -0.040 0.581 -1.905 -0.04
C -0.930 0.339 -0.943 -0.41
C -0.700 0.453 0.563 -0.86
C 0.305 -0.586 1.065 -0.52
N -0.463 -1.642 1.909 -0.31
H 2.026 1.000 -2.373 0.35
H 1.075 2.395 -1.974 0.29
H 1.512 1.321 -0.669 0.25
H -0.337 0.316 -2.917 0.38
H -1.732 -0.376 -1.169 0.29
H -1.638 0.445 1.117 0.47
H -0.261 1.435 0.729 0.37
H 0.689 -1.113 0.203 0.47
H 1.122 -0.296 1.727 0.29
H 0.149 -2.353 2.316 0.37
H -0.868 -1.124 2.689 0.35
H -1.152 -2.141 1.350 0.32
```

Summary:
Calculated total energy, a.u.: -252.1798
Gap between HOMO and LUMO, eV: 9.331
SMILES string: C/C=C\CC[NH3+]
Energy above the lowest of the compared OMol25 structures with the same formula, charge and spin, kcal/mol: 32.2
HOMO level, eV: -13.1
Total charge: +1
Lowest unoccupied orbital energy, eV: -3.80

A 2-piece molecular cluster, C5H12N overall at a distorted geometry. Source: OMol25; level of theory: wB97M-V/def2-TZVPD.

Structure (XYZ):
```
18
Properties=species:S:1:pos:R:3:mulliken_charge:R:1
C 2.000 0.140 -0.760 -0.35
C 0.867 -0.744 -0.703 -0.31
C -1.656 -0.908 0.559 -1.18
C -0.961 1.533 0.214 -1.17
C -1.182 0.197 -0.365 0.39
N 1.659 -0.597 0.527 -0.13
H 2.929 -0.113 -1.406 0.26
H 1.935 1.224 -0.853 0.17
H 0.891 -1.810 -1.084 0.31
H -1.779 -0.466 1.499 0.35
H -1.043 -1.736 0.607 0.39
H -2.716 -1.153 0.221 0.32
H 0.008 1.973 -0.169 0.19
H -1.001 1.541 1.319 0.35
H -1.833 2.097 -0.120 0.40
H -1.572 0.310 -1.398 0.41
H 2.264 -1.415 0.654 0.32
H 1.191 -0.075 1.260 0.30
```

Summary:
Calculated total energy, a.u.: -252.0630
Gap between HOMO and LUMO, eV: 10.247
Energy above the lowest of the compared OMol25 structures with the same formula, charge and spin, kcal/mol: 105.5
HOMO level, eV: -13.7
Total charge: +1
Lowest unoccupied orbital energy, eV: -3.44

A 2-piece molecular cluster, C5H12N overall at a distorted geometry. Source: OMol25; level of theory: wB97M-V/def2-TZVPD.

Structure (XYZ):
```
18
Properties=species:S:1:pos:R:3:mulliken_charge:R:1
C 0.382 1.872 1.727 -1.02
C -1.105 1.680 1.770 -0.25
C -1.322 0.311 1.075 -0.67
C -1.058 0.210 -0.407 0.10
C 0.071 -0.476 -0.758 -0.19
N 2.037 -3.320 -3.227 -0.62
H 0.906 1.126 2.421 0.30
H 0.734 1.521 0.719 0.28
H 0.743 2.938 1.966 0.32
H -1.352 1.653 2.807 0.30
H -1.680 2.489 1.269 0.34
H -0.674 -0.393 1.595 0.39
H -2.361 0.102 1.251 0.34
H -1.842 0.549 -1.054 0.42
H -0.031 -0.959 -1.787 0.31
H 2.988 -3.379 -3.630 0.24
H 2.050 -3.434 -2.202 0.21
H 1.515 -2.491 -3.537 0.20
```

Summary:
Calculated total energy, a.u.: -251.9528
Gap between HOMO and LUMO, eV: 3.214
Energy above the lowest of the compared OMol25 structures with the same formula, charge and spin, kcal/mol: 174.6
HOMO level, eV: -12.6
Total charge: +1
Lowest unoccupied orbital energy, eV: -9.39

C5H12N as an isolated structure at a distorted geometry. Source: OMol25; level of theory: wB97M-V/def2-TZVPD.

Structure (XYZ):
```
18
Properties=species:S:1:pos:R:3:mulliken_charge:R:1
C 0.595 -1.009 0.430 -0.44
C 1.421 -0.187 -0.482 -0.33
C -0.229 0.258 0.453 -0.60
C 2.752 0.256 -0.043 -1.22
C -2.582 -0.211 -0.165 -0.74
N -1.355 0.604 -0.389 0.04
H 0.079 -2.026 0.158 0.30
H 1.054 -1.260 1.354 0.30
H 1.238 -0.326 -1.432 0.65
H -0.085 0.814 1.325 0.43
H 3.516 -0.187 -0.640 0.37
H 2.873 -0.028 1.050 0.28
H 2.811 1.342 -0.057 0.29
H -3.398 0.397 0.416 0.29
H -2.926 -0.365 -1.294 0.35
H -2.526 -1.262 0.088 0.30
H -1.620 1.517 -0.091 0.35
H -0.959 0.638 -1.288 0.40
```

Summary:
Calculated total energy, a.u.: -252.0812
Gap between HOMO and LUMO, eV: 9.763
Energy above the lowest of the compared OMol25 structures with the same formula, charge and spin, kcal/mol: 94.1
HOMO level, eV: -13.2
Total charge: +1
Lowest unoccupied orbital energy, eV: -3.46

An isolated ion of composition C5H12N2 and charge -1 at a distorted geometry. Source: OMol25; level of theory: wB97M-V/def2-TZVPD.

Structure (XYZ):
```
19
Properties=species:S:1:pos:R:3:lowdin_spin:R:1
C 2.030 -0.568 -0.202 0.00
C 0.633 -0.848 -0.929 0.01
C 0.018 0.545 -1.387 0.02
C -1.125 1.026 -0.385 0.06
N -0.662 1.062 0.987 0.10
C -1.097 -0.013 1.786 0.24
N -0.511 -0.847 2.560 0.23
H 2.658 -1.493 0.071 0.00
H 2.484 -0.268 -1.080 0.00
H 2.055 0.293 0.542 0.01
H -0.304 -1.560 -0.369 0.02
H 0.910 -1.503 -1.848 0.00
H -0.494 0.458 -2.403 0.00
H 0.822 1.302 -1.626 0.02
H -1.681 1.850 -1.019 0.04
H -1.869 0.205 -0.319 0.00
H -0.488 2.099 1.130 0.16
H -2.283 -0.108 1.661 0.04
H -1.097 -1.631 2.829 0.04
```

Summary:
Calculated total energy, a.u.: -307.0417
Gap between HOMO and LUMO (alpha / beta), eV: 2.968 / 7.986
Energy above the lowest of the compared OMol25 structures with the same formula, charge and spin, kcal/mol: 75.6
⟨S²⟩: 0.755
HOMO level (alpha / beta), eV: 1.3 / -3.8
Total charge: -1
Lowest unoccupied orbital energy (alpha / beta), eV: 4.23 / 4.19
Spin multiplicity: 2

An isolated ion of composition C5H12N2 and charge -1 at a distorted geometry. Source: OMol25; level of theory: wB97M-V/def2-TZVPD.

Structure (XYZ):
```
19
Properties=species:S:1:pos:R:3:lowdin_spin:R:1
C 1.680 -0.350 -0.334 0.06
C 0.534 -0.674 0.631 0.06
C -0.824 -0.167 0.194 0.05
C -1.579 -0.884 -0.650 0.08
C -0.452 2.130 0.956 0.35
N -1.345 0.966 0.835 0.02
N 1.762 -1.183 -1.527 0.01
H 1.582 0.722 -0.510 0.02
H 2.671 -0.457 0.125 0.02
H 0.467 -1.754 0.778 0.01
H 0.761 -0.179 1.576 0.03
H -1.240 -1.868 -0.963 0.01
H -2.598 -0.687 -0.965 0.02
H -0.123 2.524 -0.008 0.06
H 0.384 1.787 1.568 0.05
H -0.902 2.928 1.544 0.08
H -2.267 1.178 0.494 0.05
H 1.647 -2.175 -1.335 0.01
H 1.023 -0.933 -2.161 0.00
```

Summary:
Calculated total energy, a.u.: -307.1340
Gap between HOMO and LUMO (alpha / beta), eV: 2.706 / 8.430
Energy above the lowest of the compared OMol25 structures with the same formula, charge and spin, kcal/mol: 17.7
⟨S²⟩: 0.751
HOMO level (alpha / beta), eV: 1.3 / -4.5
Total charge: -1
Lowest unoccupied orbital energy (alpha / beta), eV: 4.05 / 3.91
Spin multiplicity: 2

A 2-piece molecular cluster, C5H12N2 overall. Source: OMol25; level of theory: wB97M-V/def2-TZVPD.

Structure (XYZ):
```
19
Properties=species:S:1:pos:R:3:lowdin_spin:R:1
C 1.524 0.189 1.776 0.05
C 1.066 -0.802 0.750 0.02
C 1.328 -2.101 0.842 0.03
N 0.795 -3.075 -0.050 0.01
H 2.176 -0.284 2.515 0.01
H 2.081 1.011 1.323 0.02
H 0.657 0.595 2.304 0.02
H 0.511 -0.410 -0.095 0.00
H 1.926 -2.474 1.665 0.00
H 1.503 -3.684 -0.441 0.01
H 0.359 -2.593 -0.829 0.01
C -0.976 1.139 -1.950 0.14
C -1.437 1.918 -0.969 0.26
N -2.728 1.952 -0.436 0.12
H -1.643 0.451 -2.450 0.02
H 0.057 1.231 -2.259 0.03
H -0.765 2.562 -0.417 0.06
H -3.423 1.444 -0.964 0.06
H -3.011 2.932 -0.316 0.13
```

Summary:
Calculated total energy, a.u.: -307.1178
Gap between HOMO and LUMO (alpha / beta), eV: 2.235 / 8.104
Energy above the lowest of the compared OMol25 structures with the same formula, charge and spin, kcal/mol: 27.9
⟨S²⟩: 0.750
HOMO level (alpha / beta), eV: 1.4 / -4.6
Total charge: -1
Lowest unoccupied orbital energy (alpha / beta), eV: 3.68 / 3.54
Spin multiplicity: 2

A single C5H12N2 molecule at a distorted geometry. Source: OMol25; level of theory: wB97M-V/def2-TZVPD.

Structure (XYZ):
```
19
Properties=species:S:1:pos:R:3:mulliken_charge:R:1
C 2.483 -1.434 -1.023 -0.81
N 1.211 -2.062 -0.828 -0.39
C 0.238 -0.991 -0.419 -0.39
C 0.073 -0.446 0.789 -0.17
C -1.213 0.149 1.238 -0.80
C -1.490 1.632 0.947 -0.47
N -1.704 1.867 -0.503 -0.59
H 3.205 -2.136 -1.437 0.32
H 2.839 -1.086 -0.051 0.27
H 2.577 -0.598 -1.769 0.27
H 0.766 -2.410 -1.665 0.29
H -0.393 -0.542 -1.171 0.42
H 0.909 -0.425 1.501 0.29
H -1.969 -0.526 0.723 0.29
H -1.452 -0.024 2.317 0.35
H -0.511 2.141 1.161 0.25
H -2.375 1.969 1.501 0.37
H -0.814 2.280 -0.781 0.24
H -2.382 2.643 -0.531 0.24
```

Summary:
Calculated total energy, a.u.: -307.1361
Gap between HOMO and LUMO, eV: 9.566
SMILES string: CN/C=C/CCN
Energy above the lowest of the compared OMol25 structures with the same formula, charge and spin, kcal/mol: 58.5
HOMO level, eV: -8.5
Lowest unoccupied orbital energy, eV: 1.07